No. 1
{"formula": "C5H10NO", "method": "the ωB97M-V functional and the def2-TZVPD basis", "total_charge": 1, "orbital_gap_ev": [5.358, 5.882], "e_homo_ev": [-12.19, -12.50], "multiplicity": 1, "elements": ["C", "C", "C", "C", "C", "N", "O", "H", "H", "H", "H", "H", "H", "H", "H", "H", "H"], "coordinates": [[-1.149315, -1.592701, 0.135917], [-3.149477, -0.390081, 0.266507], [-1.018337, 0.949478, -0.307809], [4.007642, 0.361960, 0.082616], [-1.631244, -0.350398, 0.038267], [1.792782, -0.225604, -0.281930], [2.903147, -0.586821, 0.045127], [-3.580680, -0.248092, -0.678883], [-3.284538, -1.383609, 0.602370], [-3.637852, 0.084676, 1.060898], [-1.339107, 1.144711, -1.268656], [-1.339494, 1.869905, 0.281480], [-0.003688, 1.155096, -0.232985], [3.830002, 1.009713, 0.967379], [3.978171, 1.038326, -0.742527], [4.861771, -0.248820, -0.047829], [-1.239776, -2.587734, 0.080062]], "forces_ev_per_angstrom": [[-1.76, 7.25, 0.08], [1.61, -2.04, -0.05], [-0.95, 1.95, 2.27], [-0.66, 1.57, 0.46], [1.86, -1.51, 1.03], [-1.37, 0.43, -0.36], [0.48, -1.29, 0.26], [-0.82, 0.26, -1.21], [-1.06, -1.66, -0.17], [0.20, 1.88, 1.12], [-0.62, 0.52, -2.35], [-0.75, -1.59, -0.28], [2.07, -1.02, -0.22], [0.77, -0.94, -0.17], [-0.48, 0.24, -0.90], [1.00, -0.36, 0.77], [0.48, -3.66, -0.26]], "lowdin_charge": [0.4553, 0.0225, -0.0335, 0.0030, -0.2767, 0.1252, -0.1709, 0.1020, 0.0733, 0.1010, 0.0834, 0.1404, 0.0216, 0.1166, 0.0817, 0.0883, 0.0668]}

---

No. 2
{"formula": "C7H10", "method": "the ωB97M-V functional and the def2-TZVPD basis", "smiles": "C=CC1=CC=CC1.[H][H]", "orbital_gap_ev": 9.102, "e_homo_ev": -8.16, "multiplicity": 1, "elements": ["C", "C", "C", "C", "C", "C", "C", "H", "H", "H", "H", "H", "H", "H", "H", "H", "H"], "coordinates": [[1.693910, -1.822083, -0.079336], [1.383670, -0.629252, 0.420891], [0.087934, 0.005775, 0.182236], [-0.663820, 0.128068, -0.930243], [-1.946307, 0.745781, -0.574890], [-1.984884, 0.969096, 0.749890], [-0.714194, 0.468883, 1.363746], [2.568780, -2.372457, 0.245931], [1.023730, -2.298312, -0.790026], [2.040823, -0.144030, 1.146371], [-0.385896, -0.182441, -1.933315], [-2.726974, 0.982754, -1.290087], [-2.793351, 1.412483, 1.317533], [-0.910492, -0.417446, 1.987309], [-0.184092, 1.187435, 2.000944], [2.031152, 0.809135, -1.730362], [1.480012, 1.156612, -2.086592]], "forces_ev_per_angstrom": [[0.01, 0.03, 0.03], [-0.06, -0.27, 0.01], [-0.16, -0.08, 0.00], [0.07, -0.03, 0.11], [-0.05, 0.03, 0.09], [-0.07, 0.00, -0.07], [-0.02, 0.08, 0.02], [0.11, 0.15, -0.23], [0.07, -0.06, 0.17], [-0.12, -0.16, -0.09], [-0.01, 0.11, 0.21], [0.08, -0.03, 0.12], [0.05, -0.05, -0.11], [-0.03, 0.18, 0.03], [-0.12, 0.00, -0.11], [0.07, 0.07, -0.15], [0.18, 0.06, -0.03]], "lowdin_charge": [0.0169, -0.1784, -0.2975, -0.0790, -0.0875, -0.0962, -0.1542, 0.0532, 0.0655, 0.1077, 0.0957, 0.0973, 0.0963, 0.1388, 0.1283, 0.0451, 0.0481]}

---

No. 3
{"formula": "C19H21F2I3InN4S", "method": "the ωB97M-V functional and the def2-TZVPD basis", "total_charge": 1, "orbital_gap_ev": 6.674, "e_homo_ev": -10.97, "multiplicity": 1, "elements": ["In", "N", "C", "C", "N", "H", "H", "H", "H", "H", "H", "H", "H", "F", "C", "C", "C", "C", "C", "F", "C", "C", "C", "C", "C", "C", "N", "H", "H", "H", "H", "H", "H", "S", "C", "N", "C", "C", "C", "C", "H", "H", "H", "H", "H", "I", "I", "I", "C", "H", "H"], "coordinates": [[0.031977, 0.609964, 0.887012], [0.862347, -1.275661, 2.200163], [0.783057, -1.127177, 3.659154], [-0.503644, -0.396294, 4.007151], [-0.515515, 0.884418, 3.288405], [0.291202, -2.052752, 1.880420], [1.808466, -1.463000, 1.886350], [1.638913, -0.532122, 3.985736], [0.827575, -2.084351, 4.181018], [-0.578630, -0.272706, 5.089141], [-1.369649, -0.973533, 3.676164], [0.156172, 1.521572, 3.707123], [-1.427958, 1.325301, 3.338268], [-2.362325, -3.534997, -1.874212], [-1.277044, -2.755749, -1.742402], [-1.288361, -1.745098, -0.797858], [-0.187601, -0.914136, -0.654098], [0.953075, -1.127387, -1.450988], [0.913062, -2.174113, -2.371376], [1.985901, -2.455519, -3.134303], [-0.184619, -2.993884, -2.547003], [2.154316, -0.263246, -1.268112], [3.159969, -0.095194, -2.218380], [4.223567, 0.745367, -1.941144], [4.277607, 1.412956, -0.727414], [3.234264, 1.219620, 0.153499], [2.212063, 0.404752, -0.104267], [-2.167346, -1.638998, -0.175547], [-0.170097, -3.794892, -3.271715], [3.106351, -0.600474, -3.167608], [5.003534, 0.883941, -2.678117], [5.090337, 2.079241, -0.476893], [3.200521, 1.742993, 1.102544], [-2.772313, 1.129069, 0.993618], [-3.278236, 0.640269, -0.559604], [-2.589210, 1.103123, -1.634857], [-2.839007, 0.752642, -2.914368], [-3.862148, -0.099842, -3.199101], [-4.636850, -0.580866, -2.131262], [-4.357242, -0.216734, -0.838477], [-1.807885, 1.727428, -1.436314], [-2.188511, 1.188963, -3.658276], [-4.065902, -0.383812, -4.219814], [-5.460615, -1.253793, -2.330093], [-4.938284, -0.587388, -0.007276], [2.827856, 3.017889, 4.278641], [5.276893, 2.489630, 3.415302], [0.328200, 3.252159, -1.321057], [0.187270, 2.769664, 0.771109], [-0.737352, 3.235642, 1.096875], [1.031849, 3.257115, 1.254244]], "forces_ev_per_angstrom": [[-0.24, -0.03, 0.15], [0.01, 0.05, 0.03], [0.00, 0.00, 0.01], [0.03, 0.00, 0.00], [-0.01, -0.06, 0.00], [0.01, 0.00, -0.01], [0.00, 0.01, -0.01], [0.00, 0.00, 0.00], [-0.01, 0.00, 0.00], [-0.01, 0.00, 0.00], [0.01, -0.01, 0.00], [-0.01, 0.05, -0.04], [0.01, 0.01, 0.01], [0.04, 0.02, -0.01], [0.00, 0.03, 0.01], [-0.02, -0.09, 0.10], [0.11, 0.03, -0.07], [0.01, 0.04, -0.02], [-0.04, -0.05, -0.02], [0.01, 0.01, 0.01], [0.00, 0.01, 0.01], [0.00, 0.03, 0.04], [0.00, 0.01, -0.02], [0.00, 0.00, 0.00], [-0.02, 0.00, 0.00], [0.01, 0.03, -0.02], [0.00, -0.06, 0.01], [-0.01, 0.03, 0.01], [0.01, 0.00, 0.00], [0.00, 0.00, 0.00], [0.00, 0.00, 0.00], [0.00, 0.00, 0.00], [0.01, 0.00, 0.01], [-0.07, -0.29, 0.11], [0.09, 0.23, -0.22], [-0.23, -0.22, 0.08], [0.03, 0.02, 0.06], [-0.01, -0.01, -0.01], [0.00, 0.00, 0.01], [-0.04, 0.04, -0.01], [-0.01, 0.07, -0.13], [0.01, 0.01, 0.00], [0.00, 0.00, 0.00], [0.00, 0.00, 0.00], [0.00, 0.00, 0.00], [0.00, 0.03, -0.01], [-0.01, -0.03, 0.01], [0.07, 0.11, 0.00], [0.23, 0.03, 0.03], [0.00, -0.01, 0.03], [0.06, 0.00, -0.10]], "lowdin_charge": [0.6086, -0.0020, -0.2199, -0.2256, -0.0339, 0.0995, 0.0985, 0.1123, 0.1254, 0.1253, 0.1243, 0.0288, 0.0593, 0.0813, -0.2628, -0.0697, -0.1779, -0.1237, -0.2065, 0.0761, 0.0848, -0.2143, 0.0166, -0.0243, -0.0396, -0.1524, 0.0112, 0.0961, 0.1408, 0.1158, 0.1204, 0.1100, 0.0499, 0.6672, -0.7361, 0.0548, -0.0458, -0.0358, -0.0231, -0.0779, -0.0046, 0.1384, 0.1170, 0.1238, 0.1176, 0.1064, 0.1144, 0.8367, -0.7628, -0.0578, -0.0648]}